Entry 1:
Molecular formula: C20H40MoNO3P3
Method: DFT, ωB97M-V with the def2-TZVPD basis set

Output
charge: +4
orbital gap (spin up / spin down): 3.75 / 3.89 eV
calculated total energy: -2157.0816 hartree
multiplicity: 3

Geometry (Å):
P1 -0.426 3.182 1.762
C1 0.990 3.416 2.833
H1 0.886 4.410 3.303
H2 1.925 3.382 2.247
H3 1.038 2.640 3.619
C2 -0.185 3.835 0.131
H4 -1.074 3.617 -0.461
H5 0.679 3.385 -0.359
H6 -0.052 4.921 0.192
C3 -2.026 3.632 2.356
H7 -2.032 4.712 2.532
H8 -2.235 3.093 3.283
H9 -2.785 3.364 1.614
P2 -2.583 -2.641 1.413
C4 -1.414 -2.887 2.773
H10 -1.681 -3.802 3.322
H11 -1.454 -2.002 3.426
H12 -0.410 -2.969 2.327
C5 -4.236 -2.384 2.110
H13 -4.943 -2.225 1.284
H14 -4.213 -1.494 2.751
H15 -4.523 -3.272 2.686
C6 -2.715 -4.207 0.505
H16 -3.181 -4.955 1.157
H17 -1.705 -4.519 0.211
H18 -3.330 -4.063 -0.395
P3 2.048 -1.587 -2.398
C7 3.556 -2.259 -1.747
H19 4.275 -2.335 -2.587
H20 3.356 -3.264 -1.325
H21 3.975 -1.611 -0.952
C8 1.229 -2.461 -3.710
H22 1.913 -2.565 -4.555
H23 0.327 -1.938 -4.039
H24 0.922 -3.451 -3.368
C9 2.132 0.116 -2.915
H25 2.863 0.210 -3.723
H26 2.397 0.788 -2.099
H27 1.164 0.444 -3.298
Mo1 -2.439 -0.361 -1.135
C10 -0.589 1.377 1.515
O1 -0.242 0.253 1.498
C11 0.521 -1.452 -1.182
O2 0.626 -1.578 0.003
C12 -3.233 -0.996 -2.966
C13 -2.342 0.080 -3.169
C14 -2.487 1.262 -2.413
C15 -3.500 1.373 -1.438
C16 -4.395 0.290 -1.236
C17 -4.250 -0.895 -1.998
H28 -3.086 -1.921 -3.519
H29 -1.535 0.022 -3.888
H30 -1.810 2.096 -2.582
H31 -3.582 2.274 -0.852
H32 -5.129 0.343 -0.456
H33 -4.873 -1.744 -1.750
C18 4.953 2.021 0.383
N1 4.348 1.048 1.278
C19 5.133 0.508 2.381
C20 3.060 0.695 1.111
O3 2.316 1.213 0.228
H34 5.963 2.218 0.751
H35 4.370 2.952 0.366
H36 5.006 1.630 -0.644
H37 4.664 0.738 3.350
H38 5.225 -0.585 2.304
H39 6.128 0.963 2.344
H40 2.701 -0.077 1.807

---

Entry 2:
Molecular formula: C20H40N4O8Ti
Method: DFT, ωB97M-V with the def2-TZVPD basis set

Output
orbital gap (spin up / spin down): 1.83 / 9.77 eV
calculated total energy: -2456.3465 hartree
multiplicity: 5

Geometry (Å):
Ti1 0.240 0.207 0.087
C1 3.745 -0.628 -2.359
C2 2.644 0.384 -2.356
O1 1.873 0.699 -1.461
N1 2.474 0.820 -3.619
C3 1.484 1.888 -3.952
H1 4.036 -0.502 -1.316
H2 4.586 -0.435 -3.025
H3 3.460 -1.679 -2.395
H4 3.000 0.362 -4.350
H5 2.032 2.735 -4.366
H6 1.002 2.156 -3.011
H7 0.783 1.482 -4.681
C4 2.720 -2.661 0.193
C5 1.283 -3.023 0.015
O2 0.428 -2.157 0.205
N2 0.920 -4.336 -0.408
C6 -0.468 -4.680 -0.559
H8 3.349 -3.071 -0.597
H9 3.029 -3.178 1.102
H10 2.749 -1.582 0.346
H11 1.550 -5.115 -0.541
H12 -0.995 -4.244 0.290
H13 -0.641 -5.756 -0.587
H14 -0.775 -4.237 -1.507
C7 -2.155 0.144 3.977
C8 -2.016 -0.693 2.675
O3 -1.218 -0.380 1.841
N3 -2.878 -1.657 2.491
C9 -3.116 -2.119 1.150
H15 -1.308 0.028 4.653
H16 -2.984 -0.334 4.499
H17 -2.370 1.213 3.998
H18 -3.587 -1.922 3.159
H19 -2.194 -2.567 0.780
H20 -3.514 -1.401 0.433
H21 -3.815 -2.956 1.134
C10 -2.961 2.859 -0.189
C11 -1.652 2.914 0.597
O4 -0.725 2.250 0.225
N4 -1.642 3.685 1.682
C12 -0.483 3.800 2.492
H22 -2.954 1.996 -0.855
H23 -3.219 3.821 -0.631
H24 -3.715 2.696 0.581
H25 -2.509 3.996 2.096
H26 -0.455 4.839 2.821
H27 0.471 3.648 1.988
H28 -0.470 3.127 3.349
O5 3.791 0.866 1.176
C13 3.185 0.735 2.234
O6 1.984 0.232 2.250
C14 1.388 0.143 3.542
C15 2.520 0.595 4.442
C16 3.734 0.751 3.616
H29 1.035 -0.887 3.572
H30 0.554 0.839 3.630
H31 2.648 -0.152 5.225
H32 2.263 1.551 4.898
H33 4.243 -0.209 3.693
H34 4.354 1.619 3.840
O7 -1.653 -0.283 -1.515
C17 -1.750 -0.144 -2.712
O8 -1.413 -1.111 -3.645
C18 -1.781 -0.605 -4.898
C19 -2.329 0.808 -4.747
C20 -2.384 1.040 -3.282
H35 -2.454 -1.263 -5.447
H36 -0.891 -0.474 -5.514
H37 -3.177 1.090 -5.372
H38 -1.528 1.402 -5.188
H39 -3.423 1.032 -2.954
H40 -1.959 1.983 -2.939

---

Entry 3:
Molecular formula: C20H40N5O6
Method: DFT, ωB97M-V with the def2-TZVPD basis set

Output
energy relative to the best compared isomer or geometry (same formula, charge and spin): 368.5 kJ/mol
charge: +1
orbital gap: 4.31 eV
calculated total energy: -1510.7080 hartree
multiplicity: 1

Geometry (Å):
C1 4.695 -0.783 -2.338
C2 4.847 0.701 -3.018
O1 5.222 1.778 -2.077
C3 5.860 0.778 -4.305
O2 6.770 -0.368 -4.456
C4 7.868 -0.351 -3.480
C5 8.469 0.953 -2.691
C6 9.699 0.707 -1.619
C7 10.272 -0.848 -1.396
N1 9.703 -2.033 -2.159
C8 8.576 -1.831 -3.154
H1 3.939 -0.698 -1.420
H2 5.736 -1.083 -1.837
H3 4.423 -1.643 -3.086
H4 3.761 0.992 -3.421
H5 5.939 1.473 -1.447
H6 5.162 0.770 -5.274
H7 6.410 1.836 -4.350
H8 8.011 2.026 -2.872
H9 10.178 1.601 -1.016
H10 11.137 -1.087 -0.613
H11 10.039 -3.034 -2.025
H12 8.171 -2.789 -3.729
C9 0.955 0.418 -2.137
O3 0.896 -0.393 -3.051
N2 0.210 0.374 -0.978
C10 0.340 1.376 0.060
C11 -0.733 -0.708 -0.790
H13 1.640 1.281 -2.177
H14 0.648 0.886 0.988
H15 -0.629 1.863 0.205
H16 1.084 2.130 -0.211
H17 -0.195 -1.660 -0.824
H18 -1.465 -0.688 -1.604
H19 -1.248 -0.611 0.170
C12 -5.066 1.578 -1.458
O4 -4.505 1.007 -0.531
N3 -4.909 1.278 -2.795
C13 -5.610 2.003 -3.833
C14 -4.014 0.204 -3.173
H20 -5.768 2.409 -1.281
H21 -6.230 1.300 -4.398
H22 -4.876 2.464 -4.500
H23 -6.249 2.782 -3.409
H24 -4.355 -0.724 -2.707
H25 -3.008 0.434 -2.808
H26 -3.993 0.085 -4.260
C15 -6.735 2.400 3.272
O5 -7.416 2.544 2.265
N4 -5.688 1.513 3.410
C16 -4.929 1.403 4.638
C17 -5.334 0.664 2.291
H27 -6.918 2.995 4.182
H28 -3.879 1.629 4.427
H29 -5.015 0.380 5.016
H30 -5.301 2.098 5.395
H31 -5.070 1.294 1.436
H32 -6.199 0.051 2.022
H33 -4.490 0.018 2.547
C18 -2.909 -2.377 4.144
O6 -2.396 -1.303 3.857
N5 -3.360 -2.739 5.396
C19 -3.957 -4.033 5.655
C20 -3.234 -1.796 6.488
H34 -3.053 -3.167 3.389
H35 -4.976 -3.885 6.025
H36 -3.363 -4.551 6.413
H37 -3.990 -4.641 4.747
H38 -3.782 -0.883 6.235
H39 -2.177 -1.546 6.622
H40 -3.633 -2.221 7.413